Record 1
Density functional theory data (ωB97M-V/def2-TZVPD) for the molecule C13H19N5O2S at a distorted geometry.

CARTESIAN COORDINATES (ANGSTROEM)
C1 0.22 -4.10 -2.35
N1 0.83 -2.83 -1.78
C2 2.23 -2.54 -2.24
C3 -0.02 -1.65 -1.76
N2 0.60 -0.49 -1.00
C4 0.29 0.81 -1.43
S1 -0.18 1.49 -2.90
N3 0.48 1.60 -0.31
C5 -0.49 2.72 -0.24
N4 -1.74 2.32 0.60
C6 -2.29 3.36 1.56
C7 -2.61 1.35 -0.04
C8 0.83 0.84 0.78
C9 0.94 1.02 2.18
N5 0.74 2.25 2.85
O1 0.19 2.20 3.90
O2 1.10 3.30 2.22
C10 1.36 -0.07 3.01
C11 1.44 -1.35 2.47
C12 1.07 -1.55 1.15
C13 0.98 -0.40 0.28
H1 -0.01 -4.08 -3.41
H2 0.94 -4.88 -2.09
H3 -0.69 -4.29 -1.82
H4 2.29 -1.56 -2.60
H5 2.31 -3.14 -3.16
H6 3.02 -2.79 -1.56
H7 -0.21 -1.44 -2.76
H8 -1.04 -1.98 -1.40
H9 -0.76 3.09 -1.23
H10 0.08 3.47 0.27
H11 -2.98 2.90 2.28
H12 -1.49 3.82 2.18
H13 -2.88 4.14 1.04
H14 -3.33 0.96 0.66
H15 -3.23 1.85 -0.64
H16 -2.02 0.60 -0.66
H17 1.40 0.00 4.07
H18 1.70 -2.30 3.00
H19 0.94 -2.63 0.87

## Properties
- SMILES = CN(C)Cn1c(=S)n(CN(C)C)c2c([N+](=O)[O-])cccc21
- relative energy (zero: lowest compared OMol25 entry of this formula, charge and spin) (kJ/mol) = 535.6
- net charge = 0
- Kohn-Sham gap (eV) = 7.43

Record 2
Density functional theory data (ωB97M-V/def2-TZVPD) for the molecule C13H19N5O2S at a distorted geometry.

CARTESIAN COORDINATES (ANGSTROEM)
C1 -1.88 -3.22 -2.23
C2 -1.42 -2.01 -1.49
C3 -0.77 -0.97 -2.13
C4 -0.33 0.16 -1.45
C5 0.37 1.23 -2.21
C6 -0.56 0.25 -0.08
S1 0.02 1.77 0.71
O1 -0.46 2.90 -0.02
O2 -0.21 1.79 2.13
N1 1.69 1.61 0.46
C7 2.44 2.81 0.85
C8 2.50 3.76 -0.33
C9 3.84 2.41 1.32
C10 -1.22 -0.77 0.61
C11 -1.54 -0.72 2.07
C12 -1.62 -1.90 -0.12
N2 -2.28 -2.95 0.55
C13 -1.80 -3.81 1.48
N3 -2.75 -4.65 1.80
N4 -3.80 -4.30 1.07
N5 -3.55 -3.31 0.33
H1 -2.97 -3.32 -2.14
H2 -1.43 -4.13 -1.82
H3 -1.62 -3.15 -3.29
H4 -0.59 -1.05 -3.20
H5 1.38 1.37 -1.82
H6 0.42 0.98 -3.27
H7 -0.15 2.17 -2.09
H8 1.98 0.81 1.00
H9 1.91 3.30 1.68
H10 3.01 4.68 -0.05
H11 1.49 4.00 -0.66
H12 3.04 3.30 -1.16
H13 3.78 1.76 2.19
H14 4.36 1.88 0.52
H15 4.40 3.29 1.58
H16 -0.85 -1.34 2.64
H17 -1.47 0.29 2.45
H18 -2.55 -1.09 2.25
H19 -0.80 -3.81 1.87

## Properties
- SMILES = Cc1cc(C)c(S(=O)(=O)NC(C)C)c(C)c1-n1cnnn1
- relative energy (zero: lowest compared OMol25 entry of this formula, charge and spin) (kJ/mol) = 116.9
- net charge = 0
- Kohn-Sham gap (eV) = 10.02

Record 3
Density functional theory data (ωB97M-V/def2-TZVPD) for the molecule C13H19NOS at a distorted geometry.

CARTESIAN COORDINATES (ANGSTROEM)
O1 -0.96 -1.27 0.52
C1 0.08 -0.65 0.51
C2 0.46 0.87 0.83
C3 -0.59 1.77 -0.02
C4 -2.14 2.03 0.52
C5 -3.18 1.03 0.38
C6 -2.90 -0.03 -0.80
C7 -3.67 -1.48 -0.72
S1 -5.38 -1.31 -0.31
N1 1.28 -1.45 0.22
C8 2.61 -0.91 0.09
C9 3.67 -1.55 0.79
C10 4.95 -1.17 0.24
C11 5.14 -0.19 -0.73
C12 4.05 0.61 -1.23
C13 2.79 0.06 -0.87
H1 0.17 0.77 2.00
H2 1.52 1.18 0.79
H3 -0.91 1.14 -0.87
H4 -0.09 2.83 -0.16
H5 -2.34 2.90 -0.20
H6 -2.13 2.43 1.61
H7 -3.27 0.55 1.51
H8 -4.24 1.50 0.13
H9 -2.00 -0.31 -1.31
H10 -3.57 0.32 -1.58
H11 -3.09 -2.14 0.02
H12 -3.64 -1.80 -1.83
H13 -5.24 -1.40 1.15
H14 1.21 -2.38 0.26
H15 3.36 -2.10 1.94
H16 5.87 -1.84 0.50
H17 6.25 -0.14 -0.86
H18 4.19 1.62 -1.53
H19 1.76 0.49 -1.01

## Properties
- SMILES = O=C(CCCCCCS)Nc1ccccc1
- relative energy (zero: lowest compared OMol25 entry of this formula, charge and spin) (kJ/mol) = 637.2
- net charge = 0
- Kohn-Sham gap (eV) = 8.94

Record 4
Density functional theory data (ωB97M-V/def2-TZVPD) for a cluster of 2 separate species, C13H19P in total at a distorted geometry.

CARTESIAN COORDINATES (ANGSTROEM)
C1 -2.09 -0.07 -2.36
C2 -1.01 0.65 -2.54
C3 -0.73 1.45 -3.85
C4 -0.03 0.79 -1.42
C5 -0.07 2.03 -0.58
C6 0.72 -0.23 -1.31
P1 1.23 -1.71 -1.73
H1 -2.41 -0.50 -1.39
H2 -2.76 0.01 -3.21
H3 -1.66 1.62 -4.43
H4 -0.17 1.03 -4.62
H5 -0.19 2.39 -3.57
H6 0.99 2.38 -0.47
H7 -0.69 2.73 -1.06
H8 -0.36 1.81 0.45
H9 2.11 -1.44 -2.74
C7 2.61 -0.33 1.16
C8 1.32 -0.63 1.35
C9 0.11 -0.91 1.75
C10 -0.73 0.23 2.12
C11 -0.28 1.30 2.78
C12 -0.47 -2.31 1.90
C13 -1.79 -2.39 1.17
H10 3.13 -0.18 2.12
H11 3.08 -0.15 0.21
H12 -1.73 0.06 1.72
H13 -0.88 2.17 2.95
H14 0.73 1.36 3.25
H15 -0.45 -2.68 2.88
H16 0.13 -3.00 1.17
H17 -1.83 -3.25 0.55
H18 -2.62 -2.38 1.76
H19 -1.93 -1.61 0.40

## Properties
- SMILES = C=C(C)C(C)=C=P.C=C=C(C=C)CC
- relative energy (zero: lowest compared OMol25 entry of this formula, charge and spin) (kJ/mol) = 626.2
- net charge = 0
- Kohn-Sham gap (eV) = 8.54

Record 5
Density functional theory data (ωB97M-V/def2-TZVPD) for the molecule C13H19P at a distorted geometry.

CARTESIAN COORDINATES (ANGSTROEM)
C1 0.49 2.90 -0.24
C2 0.76 1.98 0.50
C3 -0.37 -0.14 0.06
C4 1.46 1.32 1.64
C5 0.39 -0.76 0.93
C6 1.29 -0.05 1.86
C7 -1.38 0.40 -0.65
C8 2.08 2.23 2.63
C9 0.18 -2.30 1.10
C10 1.94 -0.97 2.84
C11 -2.73 1.06 -0.22
C12 0.28 -0.49 -2.99
C13 -2.47 0.16 -3.39
P1 -0.97 0.85 -2.43
H1 0.01 3.24 -1.16
H2 1.40 2.40 3.49
H3 2.39 3.17 2.16
H4 3.01 1.79 3.07
H5 1.06 -2.79 0.53
H6 -0.69 -2.56 0.69
H7 0.29 -2.57 2.15
H8 1.19 -1.34 3.59
H9 2.72 -0.25 3.39
H10 2.33 -1.73 2.17
H11 -2.57 1.95 0.35
H12 -3.20 0.27 0.33
H13 -3.28 1.19 -1.18
H14 0.86 0.10 -3.64
H15 0.67 -0.87 -2.04
H16 -0.13 -1.39 -3.51
H17 -2.21 -0.22 -4.39
H18 -3.10 -0.44 -2.73
H19 -3.06 1.08 -3.63

## Properties
- 2S+1 = 3
- <S²> = 2.033
- net charge = 0
- Kohn-Sham gap (alpha / beta) (eV) = 6.01 / 6.12

Record 6
Density functional theory data (ωB97M-V/def2-TZVPD) for a cluster of 2 separate species, C13H20BrN4O3 in total at a distorted geometry.

CARTESIAN COORDINATES (ANGSTROEM)
Br1 0.40 -0.31 3.97
N1 0.53 -1.19 2.01
C1 1.31 -0.82 1.05
N2 1.33 -1.53 -0.15
C2 2.21 -0.99 -1.19
C3 3.59 -0.65 -0.65
C4 3.48 0.08 0.70
N3 2.12 0.31 1.20
C5 1.52 1.57 0.68
C6 0.02 1.67 0.85
C7 -0.73 1.10 -0.36
C8 -2.21 0.88 -0.06
N4 -2.51 -0.52 0.22
C9 -2.95 -1.42 -0.69
C10 -3.07 -2.64 -0.07
C11 -2.68 -2.46 1.28
C12 -2.35 -1.14 1.43
H1 -0.13 -1.93 1.80
H2 1.53 -2.50 0.04
H3 2.27 -1.75 -1.97
H4 1.73 -0.12 -1.63
H5 4.18 -1.57 -0.55
H6 4.12 -0.03 -1.39
H7 4.03 -0.47 1.47
H8 3.95 1.06 0.64
H9 2.02 2.39 1.19
H10 1.76 1.67 -0.39
H11 -0.33 1.20 1.78
H12 -0.21 2.74 0.96
H13 -0.62 1.75 -1.22
H14 -0.31 0.12 -0.60
H15 -2.51 1.47 0.81
H16 -2.81 1.20 -0.92
H17 -3.13 -1.12 -1.71
H18 -3.40 -3.56 -0.54
H19 -2.67 -3.20 2.06
H20 -2.01 -0.59 2.30
C13 -1.85 2.86 -3.11
O1 -1.14 3.87 -3.29
O2 -3.00 2.92 -2.53
O3 -1.46 1.68 -3.45

## Properties
- relative energy (zero: lowest compared OMol25 entry of this formula, charge and spin) (kJ/mol) = 0.0
- net charge = -1
- Kohn-Sham gap (eV) = 1.85

| no. | total energy (eV) |
| --- | --- |
| 1 | -36164.2666 |
| 2 | -36168.6062 |
| 3 | -28156.5552 |
| 4 | -23071.0855 |
| 5 | -23069.3411 |
| 6 | -95947.1833 |